(1)
{"formula": "C18H19F6NO4PtS5", "method": "ωB97M-V/def2-TZVPD", "species": ["Pt", "C", "C", "S", "C", "C", "S", "C", "C", "S", "H", "H", "H", "H", "H", "H", "H", "H", "H", "H", "H", "H", "F", "C", "F", "F", "S", "O", "O", "N", "S", "O", "O", "C", "F", "F", "F", "C", "C", "C", "C", "C", "C", "C", "C", "C", "C", "H", "H", "H", "H", "H", "H", "H"], "xyz": [[0.03, -0.77, 0.22], [-0.48, 1.70, 2.65], [0.08, 2.71, 1.66], [-0.03, 2.12, -0.02], [1.55, 2.51, -0.74], [2.73, 1.80, -0.09], [2.55, 0.00, 0.13], [3.04, -0.11, 1.86], [2.07, 0.49, 2.88], [0.31, 0.07, 2.64], [-0.41, 2.09, 3.67], [-1.53, 1.48, 2.45], [-0.54, 3.61, 1.70], [1.10, 3.01, 1.88], [1.44, 2.24, -1.79], [1.68, 3.59, -0.68], [3.61, 1.94, -0.72], [2.97, 2.22, 0.88], [3.23, -1.17, 2.04], [4.01, 0.38, 1.95], [2.35, 0.15, 3.87], [2.14, 1.57, 2.89], [-0.93, -2.88, -3.72], [-0.06, -1.94, -3.41], [0.82, -2.41, -2.53], [0.57, -1.51, -4.48], [-0.94, -0.46, -2.72], [0.11, 0.31, -2.02], [-1.63, 0.16, -3.79], [-1.84, -1.17, -1.59], [-2.91, -0.30, -0.75], [-2.18, 0.38, 0.34], [-3.82, 0.46, -1.53], [-3.82, -1.67, 0.09], [-2.99, -2.31, 0.91], [-4.29, -2.51, -0.81], [-4.79, -1.11, 0.78], [-0.72, -6.41, -0.96], [-1.32, -5.22, -1.31], [-0.93, -4.01, -0.72], [0.07, -3.95, 0.25], [0.48, -2.74, 0.90], [1.33, -2.89, 2.01], [1.89, -4.09, 2.39], [1.58, -5.25, 1.68], [0.65, -5.20, 0.64], [0.27, -6.40, 0.01], [-1.03, -7.34, -1.43], [-2.11, -5.20, -2.06], [-1.42, -3.10, -1.02], [1.54, -2.03, 2.63], [2.56, -4.13, 3.24], [2.02, -6.20, 1.97], [0.75, -7.32, 0.31]], "molar_mass_g_mol": 782.75, "spin_multiplicity": 5, "total_charge": 2, "homo_energy_ev": [-14.440, -15.572], "s2": 6.044, "fmax_ev_per_a": 1.29, "gap_ev": [8.15, 5.53], "energy_ev": -102361.29543}

=====

(2)
{"formula": "CH2ClF2P", "method": "ωB97M-V/def2-TZVPD", "species": ["C", "F", "F", "P", "Cl", "H", "H"], "xyz": [[0.01, 0.52, 1.10], [1.54, -1.26, -0.67], [-0.51, -0.18, 2.15], [0.14, -0.34, -0.44], [-1.04, 1.88, 0.60], [0.35, 0.75, -1.49], [-0.50, -1.36, -1.24]], "molar_mass_g_mol": 118.45, "total_charge": 0, "homo_energy_ev": -8.636, "fmax_ev_per_a": 4.21, "gap_ev": 8.77, "energy_ev": -28312.78484}